Entry 1:
# C51H123N13O9

A 13-piece molecular cluster, C51H123N13O9 overall in a non-equilibrium geometry (ωB97M-V/def2-TZVPD, OMol25).

Atoms and positions in Å:
H1 1.25 -1.50 10.33
H2 4.08 -6.58 4.11
H3 -10.69 -4.76 -2.50
H4 8.53 -6.17 4.15
H5 -3.25 -1.34 9.45
H6 1.33 6.13 0.52
N1 -4.23 5.18 3.71
H7 6.74 3.10 4.48
H8 -0.98 -6.10 -4.64
H9 -2.15 0.18 0.23
H10 8.02 6.31 -5.67
O1 -1.62 -5.47 3.38
C1 6.09 -7.22 4.32
C2 -8.41 3.97 -8.96
C3 -3.31 3.37 5.05
N2 8.78 4.72 -4.35
H11 7.84 -5.72 1.22
H12 1.15 4.87 2.57
H13 -2.87 -8.43 -7.39
C4 -3.03 -8.06 -6.37
C5 -4.78 5.04 1.31
O2 -0.16 1.88 -1.46
H14 -2.25 -1.35 10.99
C6 4.75 -6.86 4.92
O3 -7.79 -3.14 -2.44
H15 -4.24 2.92 4.69
H16 -0.08 -6.14 9.60
O4 4.69 2.13 5.99
H17 7.34 3.10 -6.25
H18 -8.48 2.45 -4.72
H19 2.67 9.26 -0.10
H20 -3.88 3.41 2.52
H21 -4.61 4.45 0.40
C7 -0.45 -4.10 9.21
C8 0.31 -5.17 9.93
C9 -0.28 0.88 -0.77
H22 -2.32 5.23 4.89
H23 -0.40 3.97 -8.06
C10 5.50 2.54 6.82
H24 4.48 2.10 8.52
H25 -3.92 -7.47 -6.19
C11 7.62 4.57 -3.43
C12 -7.89 3.12 -5.34
C13 10.25 6.26 -5.81
H26 2.94 7.67 -0.94
C14 7.89 3.57 -2.33
H27 10.30 3.67 -5.30
C15 -4.07 -5.38 4.75
N3 6.54 -6.17 3.40
C16 -1.83 -7.66 2.61
H28 0.15 -1.30 0.97
C17 -4.27 6.71 3.61
H29 -2.67 7.09 2.15
H30 -3.87 -4.44 4.25
N4 -5.11 -1.47 -9.25
H31 -1.44 -2.06 8.22
H32 -4.92 7.06 2.81
H33 -6.92 2.64 -5.45
C18 -3.90 4.50 2.39
H34 2.71 -1.90 8.31
C19 4.94 2.96 8.03
H35 4.35 3.83 7.75
H36 -2.47 2.87 4.57
H37 11.04 5.59 -5.46
C20 -7.94 -2.17 -0.26
H38 -1.48 -4.47 9.18
H39 -0.83 -7.38 2.29
H40 -4.21 -1.33 -7.27
H41 4.82 -6.14 5.74
C21 8.41 3.25 -6.33
H42 -8.73 -2.07 0.48
N5 -9.79 -2.99 -1.62
H43 -1.92 -8.58 3.18
H44 7.48 5.58 -3.03
H45 8.94 6.73 -4.25
H46 8.23 3.43 5.47
C22 -4.85 -2.48 -10.06
N6 -0.29 -2.76 9.82
C23 -2.33 -6.49 3.36
H47 9.49 -5.66 1.79
H48 7.32 2.86 7.46
H49 -4.09 -7.35 4.00
H50 -5.83 5.10 1.61
H51 -7.49 -1.19 -0.42
H52 -6.84 3.61 -7.66
C24 1.91 5.65 2.52
H53 6.50 -3.20 5.00
H54 1.69 6.31 3.36
H55 1.48 1.15 0.15
H56 1.87 -3.08 10.26
C25 -1.37 2.90 -11.92
C26 -1.76 -7.42 -5.83
N7 -0.95 2.71 -10.51
C27 -5.10 -1.77 -7.73
C28 6.20 -4.81 3.74
H57 -9.30 4.59 -9.00
H58 0.10 -4.95 10.97
C29 7.38 2.77 5.30
N8 6.80 2.66 6.62
H59 1.30 8.30 -0.67
H60 -2.37 0.48 -1.49
C30 8.87 6.01 -5.06
H61 1.03 -1.52 7.83
H62 8.17 -7.39 2.95
H63 -5.42 -0.58 -9.62
C31 8.46 -5.45 2.08
H64 -7.14 -2.72 0.23
H65 -0.33 2.13 -8.23
H66 -1.64 3.04 -7.36
H67 -8.61 3.04 -9.51
H68 -6.00 -2.53 -11.98
H69 8.67 2.29 -6.80
O5 -4.46 -3.63 -9.86
O6 -2.88 3.33 -9.36
H70 -6.00 -1.35 -7.30
H71 -4.32 -2.28 -12.22
H72 -2.81 -2.82 10.36
H73 -3.30 -7.29 -3.41
H74 -10.24 -3.06 -0.72
H75 -5.23 -2.82 -7.47
H76 10.50 7.32 -5.78
C32 -1.69 3.07 -9.45
H77 -11.35 -3.23 -3.01
H78 -3.93 -6.04 -4.44
H79 -0.71 -0.78 9.22
H80 -7.59 4.06 -4.88
H81 -3.86 5.35 5.71
H82 9.27 2.56 -4.54
H83 10.02 5.94 -6.83
H84 -0.98 3.82 -12.34
H85 6.12 -8.15 3.75
C33 -1.18 -1.76 9.23
H86 8.55 4.11 -1.65
N9 1.92 6.41 1.30
O7 -9.77 3.23 -6.67
H87 -1.03 2.06 -12.53
H88 8.32 2.65 -2.72
C34 2.43 7.63 1.16
N10 -3.51 -6.52 4.03
H89 -2.59 -5.68 -3.18
C35 -0.94 3.03 -8.19
H90 1.43 -0.41 1.94
H91 -0.01 2.45 -10.28
H92 6.40 -4.15 2.89
H93 6.64 -4.81 5.87
C36 -2.47 -1.84 10.04
C37 9.25 3.52 -5.04
C38 -3.03 -6.36 -3.91
C39 2.31 8.24 -0.25
H94 -0.30 -4.01 8.14
H95 -7.63 4.56 -9.45
C40 -1.68 0.10 -0.75
H96 8.68 4.01 -7.06
C41 -2.95 7.40 3.16
H97 -3.31 3.21 6.13
H98 -5.15 -0.97 -11.71
H99 -3.60 -5.21 5.72
H100 2.94 5.33 2.67
H101 1.35 -5.13 9.61
H102 -1.56 -0.97 -0.92
C42 -10.42 -3.73 -2.75
H103 -4.73 7.03 4.54
C43 -8.57 3.40 -6.67
O8 -0.69 -7.67 -6.39
H104 8.36 -4.38 2.28
C44 -5.13 -2.05 -11.54
N11 0.71 0.49 0.09
H105 -2.11 7.13 3.81
H106 -2.37 -7.51 1.67
C45 -8.51 -2.68 -1.59
C46 -3.35 4.88 4.86
H107 7.02 3.30 -1.74
H108 4.37 -7.73 5.46
C47 1.67 -2.21 8.38
H109 -2.46 2.91 -12.02
H110 7.82 1.83 4.98
H111 6.78 -7.36 5.15
O9 2.99 8.17 2.08
C48 0.56 -0.34 1.30
H112 5.11 -4.71 3.76
H113 -5.15 -5.50 4.85
H114 5.64 3.41 8.74
H115 1.64 -3.16 7.84
C49 7.95 -6.37 3.25
C50 6.84 -4.24 4.97
H116 -3.01 -9.01 -5.83
H117 -2.86 4.73 2.17
C51 1.14 -2.43 9.78
H118 7.92 -4.20 4.90
H119 -4.45 6.05 1.07
H120 -0.23 0.20 1.82
H121 -3.01 8.48 3.28
H122 6.74 4.29 -4.01
H123 -9.84 -3.86 -3.66
N12 -1.88 -6.52 -4.84
N13 -7.82 3.83 -7.68

Calculated values
DFT total energy: -92676.786 eV
maximum force: 4.32 eV/A
net charge: 0
E_LUMO: 0.07 eV

Entry 2:
# C51H123N9O9

A 9-piece molecular cluster, C51H123N9O9 overall in a non-equilibrium geometry (ωB97M-V/def2-TZVPD, OMol25).

Atoms and positions in Å:
H1 -0.57 -3.42 1.75
H2 2.98 4.84 0.21
H3 1.24 -4.22 -7.62
H4 3.41 6.49 -4.54
H5 -3.44 -1.28 -0.89
C1 1.65 -1.83 4.62
C2 -1.28 -3.75 2.50
C3 0.18 -6.61 -2.36
H6 -1.54 5.05 4.99
C4 2.30 5.47 0.79
N1 -2.80 2.75 2.85
H7 0.43 4.94 0.02
H8 2.03 -0.92 2.65
O1 -2.57 1.42 2.43
H9 -5.45 3.28 2.20
C5 -1.34 -0.83 -1.23
C6 2.86 1.44 -3.69
C7 -0.79 0.23 -5.15
H10 -0.87 -0.03 -1.82
C8 -1.52 -8.04 3.95
H11 -1.22 -3.26 3.47
H12 -3.31 -3.26 0.22
H13 -3.34 -6.28 -1.89
H14 3.16 0.41 -3.49
H15 -4.45 -3.41 -1.79
C9 2.91 1.36 4.85
H16 -1.54 4.26 0.75
C10 0.99 -1.71 -5.64
H17 0.94 -4.42 -4.72
C11 2.88 1.73 -5.20
H18 -0.82 -1.34 -6.74
C12 0.51 -5.17 -2.86
H19 5.45 4.42 -2.97
H20 -0.15 2.12 3.49
H21 1.53 1.14 7.21
C13 0.60 1.25 0.13
H22 2.12 -3.84 5.17
H23 -2.16 -3.53 -0.91
H24 -2.22 2.73 0.19
H25 5.58 3.40 -5.30
H26 1.58 3.42 -5.42
H27 -4.31 -5.55 -3.05
H28 3.26 1.40 -1.09
C14 3.88 2.42 -2.88
H29 -4.56 5.22 2.78
H30 0.36 2.26 0.45
H31 -0.16 -2.33 -1.67
H32 2.01 -0.43 7.73
H33 0.66 -0.17 3.50
H34 0.28 -1.29 0.22
O2 -6.48 -4.78 -1.39
C15 2.89 5.61 -4.92
H35 0.98 -3.71 3.82
H36 -0.49 -5.72 3.10
H37 1.97 5.62 -4.33
C16 -0.65 -0.73 0.15
C17 -3.54 -5.31 -2.32
C18 0.62 -1.79 5.74
H38 0.87 7.99 0.10
H39 6.06 2.51 -2.69
C19 -2.48 2.20 5.10
C20 0.42 -0.39 6.28
H40 -1.28 -2.18 -2.82
H41 1.93 -2.48 -7.97
C21 1.86 -3.27 4.28
H42 -1.22 -7.61 4.90
O3 4.59 4.68 -2.65
H43 3.83 1.34 4.26
H44 2.39 -5.08 -1.78
H45 1.63 -0.98 -6.13
C22 -2.83 -0.46 -1.26
H46 -2.19 7.86 1.16
C23 -0.52 3.10 3.79
C24 3.46 2.43 -1.39
N2 2.86 -1.22 5.16
C25 1.05 5.83 -0.04
H47 0.93 -2.45 6.54
C26 -2.38 4.63 4.43
H48 5.59 5.08 -5.05
H49 -8.18 -4.14 -0.26
N3 -1.35 -2.09 -4.89
H50 -0.33 -2.19 5.39
H51 -8.38 -5.20 -1.57
C27 -5.36 -4.74 -0.52
O4 -2.56 -7.43 3.23
C28 0.28 7.11 0.36
H52 -1.55 5.77 2.85
H53 -1.65 -9.12 4.07
H54 -0.22 1.03 -5.62
N4 -1.16 -5.77 1.09
H55 -1.80 1.54 1.89
H56 -1.99 2.35 6.06
H57 -2.19 -3.32 2.09
C29 -2.07 3.15 4.02
H58 -1.48 9.09 0.02
N5 1.00 -5.29 -4.21
O5 -0.96 7.11 -0.38
C30 -1.31 -5.34 2.49
H59 2.54 -2.19 -0.52
C31 2.76 -2.36 -1.58
H60 1.84 1.60 -3.34
H61 -3.12 -0.32 -2.30
C32 5.27 1.88 -3.10
H62 -5.45 -3.94 0.21
H63 0.82 1.19 -0.93
H64 -1.61 -5.17 0.41
H65 3.75 -2.80 -1.69
H66 -2.80 7.92 -0.46
H67 -1.33 -3.05 -5.20
N6 -2.94 -3.95 -0.43
C33 -4.74 3.18 1.37
H68 -5.19 3.52 0.44
H69 -1.64 -6.66 1.07
C34 1.52 -4.43 -1.90
C35 2.94 0.14 5.82
N7 1.41 5.94 -1.44
C36 -2.52 5.61 3.33
H70 2.98 2.31 5.39
H71 -0.29 -0.35 7.11
H72 3.91 1.53 -5.49
H73 -0.58 -7.94 3.39
H74 0.93 -4.49 -0.98
C37 -2.58 -5.96 3.15
H75 5.09 0.38 6.08
H76 -0.41 -4.59 -2.98
H77 -2.80 -5.49 4.11
N8 3.73 3.79 -3.36
H78 0.04 0.36 5.59
C38 -2.46 3.73 0.53
H79 -2.76 6.56 3.81
H80 0.22 -2.81 -8.05
H81 2.52 2.99 -1.30
C39 -7.69 -4.99 -0.75
C40 2.65 3.20 -5.51
H82 0.05 3.34 4.69
H83 5.41 0.89 -2.69
C41 -1.90 8.09 0.13
H84 -3.03 0.47 -0.72
C42 1.75 0.14 6.84
H85 2.93 6.33 1.03
H86 1.88 5.25 -2.00
H87 1.96 4.88 1.64
H88 0.58 6.23 -1.93
H89 2.86 3.19 -6.57
H90 -1.85 0.48 -5.02
O6 1.20 -3.02 -6.16
H91 -1.38 -1.28 0.75
C43 -4.08 -4.31 -1.30
H92 1.07 -7.16 -2.06
H93 -3.57 2.13 5.21
H94 -2.68 -4.93 -2.88
O7 1.82 -3.12 -2.35
H95 2.98 -1.40 -2.04
C44 1.14 -3.13 -7.58
H96 -0.22 3.74 2.96
H97 -5.20 -5.62 0.10
H98 2.45 5.81 -5.90
N9 -1.15 -2.15 -1.82
O8 -0.48 0.57 0.72
H99 4.25 -2.33 5.05
H100 -3.58 5.82 1.48
H101 -3.20 4.64 5.14
H102 -7.77 -5.91 -0.18
C45 1.22 -1.09 3.36
H103 2.63 -3.44 3.53
H104 2.29 1.10 -5.86
H105 -2.25 1.17 4.81
H106 1.39 -1.80 -4.63
H107 4.42 -0.50 7.48
H108 0.56 -1.70 2.74
H109 5.53 1.79 -4.15
H110 4.27 1.21 7.35
C46 4.99 4.29 -5.51
H111 2.00 -5.38 -4.19
H112 -4.76 2.09 1.28
C47 3.60 4.23 -4.77
H113 4.29 2.88 -0.85
C48 -3.35 3.63 1.74
O9 4.06 -1.54 4.55
H114 4.91 4.39 -6.59
H115 1.49 0.96 0.69
H116 -2.31 -1.81 -5.04
C49 -3.57 5.14 2.33
H117 0.06 7.17 1.43
H118 -0.36 -7.23 -3.07
H119 -3.45 -5.88 2.50
C50 4.24 0.30 6.76
H120 2.06 1.27 4.18
H121 -0.37 -6.49 -1.42
H122 -2.94 4.28 -0.28
C51 -0.53 -1.18 -5.71
H123 -0.43 0.38 -4.13

Calculated values
SMILES: CC1(C)CCCC(C)(C)N1O.CC1(C)CCCC(C)(C)N1O.CC1(C)CCCC(C)(C)N1O.COC[C@H](C)N.COC[C@H](C)N.COC[C@H](C)N.COC[C@H](C)N.COC[C@H](C)N.COC[C@H](C)N
DFT total energy: -86710.459 eV
maximum force: 3.28 eV/A
net charge: 0
E_LUMO: 0.42 eV

no.,orbital gap (hartree)
1,0.292
2,0.302